C31H42BIrN6O5S3 as an isolated structure in a non-equilibrium geometry. Source: the OMol25 dataset; level of theory: wB97M-V/def2-TZVPD.

Output
- HOMO energy (alpha / beta) (Eh) = -0.271 / -0.271
- energy relative to the best compared isomer or geometry (same formula, charge and spin) (kcal per mole) = 0.0

The geometry in ORCA input format:
```
! RIJCOSX wB97M-V def2-TZVPD def2/J DEFGRID3
* xyz 0 1
Ir -1.022 -0.650 -1.450
B -3.147 -2.191 -4.067
N -2.438 -0.903 -4.515
C -2.378 -0.381 -5.742
C -1.604 0.766 -5.696
C -1.225 0.868 -4.362
N -1.740 -0.146 -3.674
N -2.032 -3.236 -3.810
C -1.555 -4.185 -4.620
C -0.703 -5.014 -3.910
C -0.683 -4.510 -2.623
N -1.495 -3.419 -2.591
H -3.682 -2.003 -3.018
H -3.854 -2.588 -4.931
H -2.880 -0.845 -6.567
H -1.360 1.422 -6.506
H -0.636 1.618 -3.876
H -1.840 -4.223 -5.653
H -0.180 -5.880 -4.265
H -0.146 -4.823 -1.751
C -4.363 1.925 0.804
C -3.678 2.390 -0.307
C -2.859 1.537 -1.021
C -2.672 0.214 -0.617
C -3.399 -0.253 0.479
C -4.229 0.603 1.186
H -5.003 2.589 1.366
H -3.792 3.417 -0.623
H -2.345 1.913 -1.894
H -3.315 -1.277 0.814
H -4.760 0.231 2.048
C 1.126 3.982 -2.887
C 2.510 3.351 -2.762
C 2.461 1.832 -2.763
S 1.606 0.933 -1.366
O 0.174 1.286 -1.596
C 2.107 2.001 0.041
C 3.594 1.895 0.326
C 3.985 0.511 0.827
H 1.193 5.063 -2.778
H 0.450 3.597 -2.128
H 0.703 3.762 -3.865
H 3.010 3.709 -1.860
H 3.128 3.668 -3.609
H 3.464 1.405 -2.779
H 1.928 1.476 -3.646
H 1.521 1.632 0.880
H 1.791 3.014 -0.184
H 3.858 2.630 1.090
H 4.171 2.132 -0.571
H 3.561 0.337 1.813
H 5.067 0.422 0.893
H 3.618 -0.266 0.163
S -1.551 -3.229 0.023
C -1.787 -2.611 -1.525
C 2.765 -2.959 -2.628
C 1.576 -2.180 -2.549
N 0.616 -1.554 -2.595
H 2.902 -3.320 -3.647
H 2.683 -3.791 -1.932
H 3.611 -2.348 -2.322
C 2.047 0.891 8.259
C 1.081 0.931 7.115
C 1.352 1.697 5.985
C 0.483 1.691 4.911
C -0.664 0.926 4.968
C -0.964 0.173 6.085
C -0.092 0.183 7.160
S -1.630 0.822 3.473
O -1.830 2.135 2.931
O -2.780 -0.006 3.708
N -0.484 0.075 2.537
C -0.373 -1.358 2.712
C 0.953 -1.890 2.172
C 1.215 -1.597 0.682
O 2.042 -2.268 0.073
O 0.591 -0.605 0.184
H 2.859 1.600 8.110
H 2.476 -0.107 8.355
H 1.546 1.128 9.196
H 2.252 2.292 5.948
H 0.668 2.269 4.021
H -1.872 -0.407 6.091
H -0.316 -0.400 8.041
H -0.528 0.322 1.556
H -1.210 -1.883 2.234
H -0.425 -1.551 3.787
H 0.999 -2.970 2.312
H 1.784 -1.441 2.722
*
```

Here are the Mulliken charges for atoms 1 to 4, given in e:
1. Ir 3.69
2. B -0.21
3. N -0.28
4. C -0.11

A 3-piece molecular cluster, C15H30NO8S overall. Source: the OMol25 dataset; level of theory: wB97M-V/def2-TZVPD.

Output
- HOMO energy (Eh) = -0.480

The geometry in ORCA input format:
```
! RIJCOSX wB97M-V def2-TZVPD def2/J DEFGRID3
* xyz 1 1
C 2.580 -2.598 1.441
C 2.522 -3.050 -0.001
O 1.294 -2.644 -0.651
C 1.292 -1.329 -1.079
N -0.138 -0.885 -0.996
C -0.686 -0.808 0.400
C -2.107 -0.277 0.308
C -2.974 -0.547 1.532
C -3.186 -2.012 1.907
S -3.577 -3.114 0.564
O -4.142 -4.317 1.074
O -4.179 -2.351 -0.484
O -2.095 -3.485 0.032
H 2.817 -1.539 1.548
H 3.345 -3.171 1.969
H 1.627 -2.791 1.942
H 2.529 -4.135 -0.090
H 3.363 -2.657 -0.581
H 1.871 -0.649 -0.449
H 1.595 -1.222 -2.127
H -0.721 -1.530 -1.537
H -0.239 0.043 -1.428
H -0.574 -1.801 0.829
H -0.037 -0.109 0.933
H -1.996 0.792 0.163
H -2.603 -0.681 -0.579
H -2.527 -0.052 2.400
H -3.952 -0.088 1.380
H -4.059 -2.126 2.556
H -2.334 -2.447 2.430
H -1.960 -4.445 0.086
O 3.545 0.488 0.132
C 3.962 1.300 0.919
O 3.497 1.355 2.178
C 4.102 2.461 2.892
C 5.393 2.755 2.136
C 5.016 2.362 0.712
H 3.401 3.296 2.860
H 4.238 2.143 3.922
H 5.709 3.789 2.244
H 6.192 2.111 2.502
H 4.550 3.182 0.160
H 5.828 1.970 0.104
O -1.369 2.671 -0.831
C -2.058 2.525 -1.802
O -1.746 1.578 -2.724
C -2.676 1.637 -3.835
C -3.919 2.312 -3.267
C -3.324 3.237 -2.209
H -2.208 2.223 -4.628
H -2.833 0.621 -4.185
H -4.498 2.825 -4.031
H -4.561 1.567 -2.795
H -3.040 4.211 -2.613
H -3.949 3.407 -1.336
*
```

Here are the Mulliken charges for atoms 1 to 4, given in e:
1. C -0.77
2. C -0.29
3. O -0.42
4. C -0.03

A 3-piece molecular cluster, C5H6NO3 overall in a non-equilibrium geometry. Source: the OMol25 dataset; level of theory: wB97M-V/def2-TZVPD.

Output
- HOMO energy (Eh) = -0.518
- energy relative to the best compared isomer or geometry (same formula, charge and spin) (kcal per mole) = 52.1

The geometry in ORCA input format:
```
! RIJCOSX wB97M-V def2-TZVPD def2/J DEFGRID3
* xyz 1 1
C -1.088 1.597 1.153
C -0.605 1.198 0.111
C -2.340 -1.138 -0.535
C 1.962 -1.234 1.722
C 0.285 0.924 -2.154
N 0.072 0.588 -0.967
O -1.305 -1.617 -0.755
O 1.290 -0.256 1.587
O -3.188 -0.498 -0.099
H -1.171 2.039 2.157
H 1.793 -1.922 2.531
H 2.794 -1.565 1.051
H 1.001 0.307 -2.640
H 0.053 1.914 -2.607
H 0.448 -0.338 -0.554
*
```

Here are the Mulliken charges for atoms 1 to 4, given in e:
1. C 0.03
2. C -0.29
3. C 0.73
4. C -0.10

A 2-piece molecular cluster, CH6NPS overall in a non-equilibrium geometry. Source: the OMol25 dataset; level of theory: wB97M-V/def2-TZVPD.

Output
- HOMO energy (alpha / beta) (Eh) = -0.221 / -0.335
- energy relative to the best compared isomer or geometry (same formula, charge and spin) (kcal per mole) = 46.6

The geometry in ORCA input format:
```
! RIJCOSX wB97M-V def2-TZVPD def2/J DEFGRID3
* xyz 0 3
C 0.322 -0.388 -1.885
N 0.125 0.465 2.328
P -0.461 0.720 0.753
S 1.066 -0.273 -0.270
H 1.077 -1.086 -2.473
H 0.187 0.720 -2.340
H -0.723 -0.904 -1.750
H 1.082 0.279 2.557
H -0.371 0.854 3.035
H -2.305 -0.386 0.043
*
```

Here are the Mulliken charges for atoms 1 to 4, given in e:
1. C -0.73
2. N -0.38
3. P 0.01
4. S -0.10